(1)
A 18-piece molecular cluster, C66H108O48S3 overall, computed with wB97M-V/def2-TZVPD.

Values from the calculation:
spin multiplicity = 1
LUMO = -0.49 eV
HOMO-LUMO gap = 7.9 eV
HOMO = -8.356 eV

XYZ file:
```
225
C66H108O48S3, DFT wB97M-V/def2-TZVPD
C 16.45336 13.93619 -3.32676
C 15.83723 14.68074 -4.47116
C 16.30624 14.35795 -5.86598
O 15.19034 14.15815 -6.62082
C 14.10831 13.94763 -5.91783
O 13.04760 13.42460 -6.28706
O 14.42813 14.29116 -4.60826
H 17.49939 14.13491 -3.09343
H 16.59348 12.91839 -3.69083
H 15.87513 13.84518 -2.40728
H 15.82965 15.75569 -4.29080
H 16.96072 13.50922 -5.66747
H 16.96495 15.14063 -6.24229
C 5.70152 14.13529 4.59036
C 6.67640 13.41153 3.63205
C 6.74859 11.88980 3.87957
O 6.83075 11.49712 2.59306
C 6.36640 12.36153 1.72287
O 6.32798 12.26538 0.46862
O 6.04036 13.42383 2.37177
H 6.28308 13.98760 5.50035
H 4.72375 13.65888 4.66179
H 5.79475 15.17558 4.27858
H 7.61813 13.95900 3.59276
H 5.80904 11.55982 4.32282
H 7.69352 11.71849 4.39519
C 6.54195 19.02136 -9.29457
C 7.38814 18.03405 -8.36276
C 7.11249 18.23245 -6.81444
O 7.15970 16.84443 -6.55661
C 7.13195 16.05412 -7.67433
O 7.09947 14.85407 -7.47986
O 7.00519 16.74052 -8.73248
H 5.49289 18.94957 -9.00749
H 6.58612 18.78453 -10.35761
H 6.84672 20.05488 -9.13009
H 8.47369 18.04089 -8.46095
H 6.16775 18.61824 -6.43137
H 7.94394 18.75273 -6.33895
C 6.08263 22.63683 2.75395
C 5.78733 22.85888 1.19132
C 6.76172 23.52630 0.29754
O 7.28787 22.28681 -0.25823
C 6.36362 21.26917 -0.18626
O 6.42170 20.18925 -0.79590
O 5.39378 21.66507 0.49932
H 6.68509 23.44040 3.17753
H 6.54818 21.65227 2.79850
H 5.16022 22.70336 3.33088
H 4.86723 23.43441 1.09002
H 7.58259 23.98968 0.84487
H 6.31133 24.22812 -0.40437
C 7.82055 12.08929 -5.50379
C 8.03274 11.35568 -4.25949
C 8.39248 9.90962 -4.26366
O 9.28185 9.87566 -3.12629
C 9.87630 11.04358 -3.01693
O 10.92131 11.34235 -2.39323
O 9.16818 11.91336 -3.77060
H 7.11971 11.54454 -6.13638
H 8.68352 12.20711 -6.15915
H 7.48485 13.10111 -5.27655
H 7.22702 11.59188 -3.56444
H 8.73660 9.48256 -5.20563
H 7.67892 9.08696 -4.21715
C 4.07375 23.68216 -3.03195
C 4.41248 22.16580 -3.33029
C 3.63599 21.56779 -4.46958
O 4.68062 21.35556 -5.42034
C 5.90478 21.69720 -4.96508
O 6.88883 21.85309 -5.67062
O 5.73258 22.11127 -3.73764
H 4.88835 24.33826 -2.72526
H 3.54700 23.61558 -2.08001
H 3.41321 24.03392 -3.82446
H 4.29682 21.65282 -2.37553
H 2.86516 22.27964 -4.76483
H 3.31433 20.57494 -4.15513
C 6.25860 18.43921 2.40837
C 6.44542 17.03110 1.77714
C 6.08249 16.83864 0.37627
O 7.25730 16.25189 -0.17470
C 8.28915 16.43668 0.56256
O 9.40509 16.12756 0.27909
O 7.88420 16.86096 1.75794
H 7.01851 19.12756 2.03849
H 6.42420 18.26525 3.47158
H 5.24418 18.81385 2.27167
H 5.92455 16.29269 2.38667
H 6.00060 17.80033 -0.13023
H 5.12931 16.37619 0.11998
C 10.07759 20.73555 2.23991
C 11.23089 20.04836 1.50455
C 10.78241 19.66394 0.01734
O 11.82547 20.22473 -0.66921
C 12.65230 21.02562 0.12090
O 13.53912 21.66354 -0.37319
O 12.20621 20.96430 1.39101
H 10.46258 21.52632 2.88376
H 9.65386 19.97969 2.90114
H 9.29535 21.24066 1.67326
H 11.49770 19.14831 2.05847
H 9.88803 20.22137 -0.26097
H 10.72800 18.57685 -0.04080
C 10.00740 22.71038 -2.43106
C 9.45728 23.51758 -3.71221
C 8.26290 24.33397 -3.37547
O 8.48324 25.47286 -4.13286
C 9.70031 25.58546 -4.56428
O 10.21841 26.54132 -5.20754
O 10.41034 24.53688 -4.11138
H 9.77863 23.38663 -1.60739
H 11.05619 22.46327 -2.59562
H 9.49428 21.75697 -2.30528
H 9.18372 22.87993 -4.55284
H 8.16176 24.29646 -2.29081
H 7.40180 23.81367 -3.79486
C 12.00835 19.55074 -4.40750
C 12.88706 18.28524 -4.39700
C 12.23036 17.13429 -5.28583
O 13.07657 16.81117 -6.43987
C 14.22936 17.55371 -6.31769
O 15.12305 17.52218 -7.13377
O 14.10338 18.36412 -5.14529
H 12.69061 20.36081 -4.66519
H 11.57367 19.80767 -3.44150
H 11.29686 19.46848 -5.22916
H 13.04778 17.92926 -3.37938
H 11.40711 17.63708 -5.79332
H 11.70521 16.23520 -4.96340
C 9.59994 13.33825 -9.24767
C 10.67994 13.06519 -10.38829
C 12.12643 13.34925 -10.07094
O 12.83876 12.10116 -10.31285
C 11.94045 11.15562 -10.62581
O 12.12173 9.94557 -10.86243
O 10.64610 11.64313 -10.48023
H 9.34715 14.38967 -9.11090
H 10.04232 13.00621 -8.30845
H 8.69791 12.79150 -9.52242
H 10.26437 13.38840 -11.34273
H 12.25504 13.80163 -9.08762
H 12.39494 14.11434 -10.79938
C 2.88096 19.22362 -1.34196
C 1.42912 19.80670 -1.47649
C 1.03825 21.03095 -0.57817
O 0.19540 21.72128 -1.39621
C 0.52525 21.50896 -2.68389
O 0.21462 22.18178 -3.63774
O 1.36350 20.41409 -2.71708
H 3.09815 18.61611 -2.22051
H 2.93019 18.67722 -0.40009
H 3.63185 19.99785 -1.18437
H 0.61706 19.08079 -1.43518
H 1.70437 21.64862 0.02422
H 0.47083 20.63023 0.26180
C 9.76306 10.59027 1.00706
C 10.76158 11.30079 1.87618
C 11.29342 12.70315 1.40752
O 11.32172 13.47709 2.56681
C 10.63705 12.84572 3.61478
O 10.36390 13.35932 4.66140
O 10.38237 11.56047 3.22571
H 10.27327 10.08711 0.18571
H 9.06426 11.29448 0.55557
H 9.09935 10.00365 1.64224
H 11.65158 10.67155 1.88339
H 10.57126 13.08847 0.68772
H 12.24476 12.62489 0.88130
C -0.65496 17.46566 -6.38168
C 0.52924 18.12969 -5.68869
C 1.34834 17.36918 -4.58305
O 2.67791 17.64176 -4.79027
C 2.80271 18.10933 -6.07703
O 3.90659 18.32482 -6.57527
O 1.61261 18.13317 -6.68320
H -0.51901 16.41784 -6.64945
H -0.97747 18.02606 -7.25920
H -1.45754 17.51498 -5.64579
H 0.37476 19.20680 -5.62500
H 1.26346 16.28389 -4.63831
H 0.99636 17.75271 -3.62539
C 5.07439 14.35371 -4.98292
C 4.24937 13.93061 -3.77948
C 5.06191 13.73716 -2.48010
O 4.32875 14.51896 -1.55981
C 3.49474 15.40286 -2.11777
O 2.96063 16.36843 -1.60701
O 3.50818 15.04617 -3.44462
H 5.90706 14.85821 -4.49279
H 4.51580 14.93653 -5.71533
H 5.37165 13.51187 -5.60825
H 3.49405 13.14706 -3.83964
H 6.09502 14.08334 -2.44948
H 5.01638 12.65143 -2.39501
C 11.86265 22.04279 -7.31363
S 12.94263 21.19678 -8.59348
O 12.45588 21.76413 -9.92437
C 14.50522 21.90303 -8.03275
H 11.29300 22.78071 -7.87850
H 12.44487 22.62809 -6.60192
H 11.09346 21.39210 -6.89764
H 15.32885 21.42661 -8.56451
H 14.45451 22.03220 -6.95162
H 14.64907 22.94648 -8.31314
C 12.55094 16.03889 0.72595
S 12.83017 16.19361 -1.08548
O 14.27529 16.52505 -1.33712
C 12.58721 14.28387 -1.35401
H 12.50290 17.07397 1.06419
H 13.40971 15.42265 0.99224
H 11.66310 15.46119 0.98306
H 13.06018 13.91195 -2.26289
H 11.56989 13.90591 -1.25250
H 13.14993 13.74058 -0.59487
C 8.65393 15.86000 -3.37084
S 8.29595 17.67055 -3.12992
O 8.85765 18.44454 -4.30990
C 6.45560 17.70159 -3.30846
H 8.34611 15.47414 -4.34267
H 8.43949 15.24565 -2.49639
H 9.72881 15.68198 -3.40333
H 6.06620 18.70081 -3.11347
H 6.07946 17.02147 -2.54423
H 6.08603 17.36141 -4.27583
```


(2)
An isolated molecule of C2H2S4, computed with wB97M-V/def2-TZVPD.

Values from the calculation:
SMILES = S=C(S)C(=S)S
spin multiplicity = 1
LUMO = -1.56 eV
HOMO-LUMO gap = 7.3 eV
HOMO = -8.898 eV

XYZ file:
```
8
C2H2S4, DFT wB97M-V/def2-TZVPD
S -1.09070 1.38832 -0.62832
C -0.53348 -0.06644 -0.18832
S -1.54257 -1.28068 0.50420
C 0.93874 -0.32794 -0.22140
S 1.44435 -1.76834 -0.63809
S 2.10329 0.82819 0.44322
H -2.67122 -0.66422 0.10198
H 1.35159 1.89111 0.62673
```


(3)
C18H31Cl2N4O4Pt as an isolated structure, computed with wB97M-V/def2-TZVPD.

Values from the calculation:
total charge = -1
spin multiplicity = 3
LUMO (alpha / beta) = 2.59 / 2.50 eV
HOMO-LUMO gap (alpha / beta) = 2.8 / 5.8 eV
HOMO (alpha / beta) = -0.161 / -3.270 eV

XYZ file:
```
60
C18H31Cl2N4O4Pt, DFT wB97M-V/def2-TZVPD
O -1.11574 -1.90565 -0.26161
C -1.92194 -2.00852 -1.19856
C -3.18224 -2.80897 -1.20114
C -3.37596 -3.85560 -0.28240
H -2.58968 -4.08930 0.44547
C -4.57131 -4.58411 -0.29446
H -4.72608 -5.37456 0.44472
C -5.55930 -4.28806 -1.24681
H -6.50197 -4.83981 -1.22586
C -5.37183 -3.25030 -2.16687
H -6.14312 -3.00784 -2.89797
C -4.18986 -2.51002 -2.13598
H -4.01170 -1.68233 -2.81468
H -1.74650 -1.42698 -2.12973
C 1.19885 -1.51649 -2.37261
C 1.45899 -0.15894 -1.81457
H 2.00885 -1.80127 -3.05668
H 0.24827 -1.51776 -2.92202
H 1.12764 -2.23694 -1.55166
C 2.23184 0.77078 -2.40456
C 3.20212 0.52838 -3.51917
H 2.22870 1.77305 -1.98503
H 2.79112 -0.13777 -4.28534
H 4.15287 0.10046 -3.16492
H 3.43556 1.48641 -3.99601
Pt 0.76014 0.27441 0.02404
Cl 1.61908 -1.82518 0.84975
Cl -1.45404 0.83195 -0.71647
H -2.13853 -1.93256 3.28336
H -0.56198 -2.35528 4.86005
C -1.50481 -1.35902 2.59999
C 0.24485 -1.93642 4.24986
N -0.31254 -0.96129 3.32758
H -2.02504 -0.47620 2.21671
C 0.36614 0.13258 2.99286
O 0.06285 0.83289 1.97909
H 0.97314 -1.43379 4.89292
H 1.19612 0.41451 3.66403
H -1.22557 -1.99858 1.75309
H 0.74115 -2.75963 3.71492
H 1.39025 6.18808 0.43592
H -0.94081 6.34114 0.99690
C 1.23848 5.32265 -0.22150
C -1.16275 5.51564 0.31152
N 0.00653 4.66212 0.16849
H 2.07868 4.62832 -0.13950
C -0.08147 3.33037 0.22486
O 0.89349 2.58106 -0.07093
H -1.98271 4.91154 0.70396
H -1.05912 2.93300 0.52783
H 1.16531 5.69265 -1.25588
H -1.46327 5.94367 -0.65493
N 4.18274 -0.40342 0.27782
C 3.78390 0.71395 0.90856
N 4.73670 1.55066 1.37609
O 2.56566 1.05369 1.05445
H 5.16969 -0.63280 0.33657
H 3.49373 -1.15976 0.23372
H 4.44910 2.40254 1.82434
H 5.71734 1.31866 1.30836
```


Please write out number 3 again, unchanged.
C18H31Cl2N4O4Pt as an isolated structure, computed with wB97M-V/def2-TZVPD.

Values from the calculation:
total charge = -1
spin multiplicity = 3
LUMO (alpha / beta) = 2.59 / 2.50 eV
HOMO-LUMO gap (alpha / beta) = 2.8 / 5.8 eV
HOMO (alpha / beta) = -0.161 / -3.270 eV

XYZ file:
```
60
C18H31Cl2N4O4Pt, DFT wB97M-V/def2-TZVPD
O -1.11574 -1.90565 -0.26161
C -1.92194 -2.00852 -1.19856
C -3.18224 -2.80897 -1.20114
C -3.37596 -3.85560 -0.28240
H -2.58968 -4.08930 0.44547
C -4.57131 -4.58411 -0.29446
H -4.72608 -5.37456 0.44472
C -5.55930 -4.28806 -1.24681
H -6.50197 -4.83981 -1.22586
C -5.37183 -3.25030 -2.16687
H -6.14312 -3.00784 -2.89797
C -4.18986 -2.51002 -2.13598
H -4.01170 -1.68233 -2.81468
H -1.74650 -1.42698 -2.12973
C 1.19885 -1.51649 -2.37261
C 1.45899 -0.15894 -1.81457
H 2.00885 -1.80127 -3.05668
H 0.24827 -1.51776 -2.92202
H 1.12764 -2.23694 -1.55166
C 2.23184 0.77078 -2.40456
C 3.20212 0.52838 -3.51917
H 2.22870 1.77305 -1.98503
H 2.79112 -0.13777 -4.28534
H 4.15287 0.10046 -3.16492
H 3.43556 1.48641 -3.99601
Pt 0.76014 0.27441 0.02404
Cl 1.61908 -1.82518 0.84975
Cl -1.45404 0.83195 -0.71647
H -2.13853 -1.93256 3.28336
H -0.56198 -2.35528 4.86005
C -1.50481 -1.35902 2.59999
C 0.24485 -1.93642 4.24986
N -0.31254 -0.96129 3.32758
H -2.02504 -0.47620 2.21671
C 0.36614 0.13258 2.99286
O 0.06285 0.83289 1.97909
H 0.97314 -1.43379 4.89292
H 1.19612 0.41451 3.66403
H -1.22557 -1.99858 1.75309
H 0.74115 -2.75963 3.71492
H 1.39025 6.18808 0.43592
H -0.94081 6.34114 0.99690
C 1.23848 5.32265 -0.22150
C -1.16275 5.51564 0.31152
N 0.00653 4.66212 0.16849
H 2.07868 4.62832 -0.13950
C -0.08147 3.33037 0.22486
O 0.89349 2.58106 -0.07093
H -1.98271 4.91154 0.70396
H -1.05912 2.93300 0.52783
H 1.16531 5.69265 -1.25588
H -1.46327 5.94367 -0.65493
N 4.18274 -0.40342 0.27782
C 3.78390 0.71395 0.90856
N 4.73670 1.55066 1.37609
O 2.56566 1.05369 1.05445
H 5.16969 -0.63280 0.33657
H 3.49373 -1.15976 0.23372
H 4.44910 2.40254 1.82434
H 5.71734 1.31866 1.30836
```


Q: spin multiplicity of number 2 (C2H2S4)?
A: 1